Record 1
Computed, not measured: 4 unconnected molecules or ions with the total composition C16H40NO14P2S3, with ωB97M-V with the def2-TZVPD basis set.

ORCA input file:
```
! RIJCOSX wB97M-V def2-TZVPD def2/J DEFGRID3
* xyz -1 1
C 6.479 2.053 1.389
C 6.310 1.079 0.204
O 4.998 1.079 -0.308
C 4.242 -0.067 0.093
C 2.875 -0.093 -0.578
P 1.388 -0.329 0.643
C 2.104 -2.020 1.295
C 2.157 -2.284 2.809
O 2.731 -1.230 3.581
C 0.803 -2.649 3.452
N 0.148 -1.523 4.135
P 0.165 1.527 -0.075
C 0.211 1.587 -1.925
C 0.961 3.103 0.523
C 2.479 3.215 0.380
H 6.735 1.504 2.298
H 5.538 2.571 1.568
H 7.280 2.765 1.188
H 6.988 1.347 -0.613
H 6.607 0.074 0.527
H 4.147 -0.083 1.192
H 4.806 -0.962 -0.207
H 2.851 -0.927 -1.287
H 2.820 0.821 -1.175
H 2.118 0.456 1.660
H 0.264 -0.531 1.554
H 0.685 -1.069 -0.418
H 1.386 -2.756 0.914
H 3.062 -2.289 0.833
H 2.801 -3.170 2.942
H 3.326 -0.726 3.015
H 0.150 -3.075 2.683
H 0.987 -3.421 4.209
H 0.434 -0.652 3.702
H -0.852 -1.598 3.987
H -0.677 2.078 -2.322
H 0.244 0.562 -2.307
H 1.120 2.092 -2.272
H 0.693 3.137 1.583
H 0.441 3.935 0.041
H 2.812 4.183 0.781
H 2.822 3.157 -0.653
H 2.976 2.461 0.990
C -1.879 -4.653 0.491
C -2.369 -5.198 -0.835
O -2.592 -4.037 -1.631
S -1.517 -2.890 -1.245
O -0.445 -2.957 -2.171
O -2.227 -1.700 -0.976
O -1.040 -3.560 0.136
H -2.706 -4.277 1.099
H -1.309 -5.381 1.064
H -3.292 -5.766 -0.744
H -1.605 -5.814 -1.319
C -3.111 3.307 2.793
C -3.530 2.792 1.434
O -3.844 3.993 0.695
S -2.883 5.175 1.157
O -1.797 5.280 0.251
O -3.685 6.308 1.470
O -2.362 4.494 2.501
H -3.971 3.585 3.409
H -2.485 2.602 3.332
H -4.404 2.147 1.474
H -2.708 2.274 0.928
C -5.608 -1.520 -5.509
C -5.649 -0.020 -5.298
O -4.998 0.174 -4.043
S -3.837 -0.922 -3.848
O -2.596 -0.365 -4.240
O -4.019 -1.544 -2.591
O -4.325 -1.913 -5.022
H -6.376 -2.028 -4.921
H -5.705 -1.801 -6.555
H -6.661 0.374 -5.251
H -5.085 0.509 -6.070
*
```

Its largest force on an atom is 1.2 eV/A. Its HOMO-LUMO gap is 4.7 eV. For the LUMO energy, the calculation gives 1.8503 eV.

***

Record 2
Computed, not measured: 3 unconnected molecules or ions with the total composition C16H42BO10P3S, with ωB97M-V with the def2-TZVPD basis set.

ORCA input file:
```
! RIJCOSX wB97M-V def2-TZVPD def2/J DEFGRID3
* xyz 0 1
C 5.965 2.123 -0.668
C 5.421 0.847 -0.048
O 5.975 0.607 1.245
P 5.406 1.478 2.520
O 3.936 1.190 2.448
O 5.786 0.475 3.771
C 4.814 0.165 4.775
C 4.217 -1.207 4.529
O 6.799 2.314 2.752
C 8.066 1.641 2.827
C 8.850 1.791 1.538
H 5.843 2.975 0.006
H 5.453 2.341 -1.606
H 7.030 2.028 -0.876
H 4.331 0.885 0.003
H 5.683 -0.008 -0.672
H 4.041 0.930 4.816
H 5.329 0.176 5.737
H 3.904 -1.328 3.492
H 3.356 -1.378 5.178
H 4.957 -1.985 4.726
H 7.963 0.592 3.089
H 8.610 2.129 3.637
H 8.495 1.095 0.780
H 9.905 1.567 1.714
H 8.763 2.801 1.138
C -5.147 -1.743 -0.875
C -4.222 -2.017 -2.049
O -4.658 -1.347 -3.228
P -4.369 0.269 -3.355
O -2.883 0.324 -3.151
O -4.397 0.483 -4.988
C -3.363 1.223 -5.643
C -2.372 0.282 -6.300
O -5.950 0.699 -3.265
C -6.940 0.065 -4.091
C -7.751 -0.946 -3.306
H -5.291 -0.669 -0.726
H -4.740 -2.174 0.040
H -6.131 -2.179 -1.048
H -3.199 -1.727 -1.800
H -4.210 -3.086 -2.267
H -2.867 1.896 -4.945
H -3.842 1.843 -6.403
H -2.052 -0.503 -5.616
H -1.491 0.826 -6.646
H -2.830 -0.214 -7.157
H -6.509 -0.396 -4.975
H -7.597 0.868 -4.429
H -7.207 -1.883 -3.194
H -8.679 -1.173 -3.836
H -7.992 -0.574 -2.311
O -3.267 -3.078 4.290
P -3.156 -1.918 3.343
B -1.612 -2.200 2.207
S -1.916 -3.248 0.734
C -0.221 -1.536 2.543
C 0.017 -0.215 1.754
C -1.126 0.825 1.934
C -2.186 0.781 0.796
O -2.625 2.050 0.354
H -4.357 -1.875 2.576
H -3.057 -0.701 4.069
H -1.196 -2.692 -0.273
H 0.551 -2.248 2.209
H -0.091 -1.364 3.618
H 0.928 0.235 2.173
H 0.236 -0.385 0.691
H -0.664 1.823 1.916
H -1.557 0.704 2.936
H -1.779 0.147 -0.008
H -3.076 0.268 1.196
H -1.929 2.382 -0.227
*
```

Its largest force on an atom is 7.5 eV/A. Its HOMO-LUMO gap is 8.7 eV. For the LUMO energy, the calculation gives -0.6530 eV.

***

Record 3
Computed, not measured: 8 unconnected molecules or ions with the total composition C16H42Cl6N7O9P, with ωB97M-V with the def2-TZVPD basis set.

ORCA input file:
```
! RIJCOSX wB97M-V def2-TZVPD def2/J DEFGRID3
* xyz 1 2
O 10.811 -4.427 19.230
P 9.657 -3.652 18.635
N 8.119 -4.134 19.097
C 7.917 -5.499 19.504
C 6.932 -3.483 18.664
N 9.519 -3.829 16.929
C 8.649 -2.937 16.119
C 9.710 -5.097 16.297
N 9.763 -1.965 18.781
C 9.465 -1.357 19.996
C 10.829 -1.171 18.200
H 8.718 -5.775 20.190
H 8.154 -6.163 18.673
H 6.970 -5.750 19.981
H 7.220 -2.433 18.705
H 6.124 -3.453 19.395
H 6.547 -3.779 17.688
H 9.190 -2.785 15.185
H 7.680 -3.426 16.014
H 8.557 -1.923 16.507
H 10.721 -5.494 16.383
H 9.128 -5.857 16.819
H 9.410 -5.178 15.253
H 9.330 -0.281 19.890
H 8.526 -1.749 20.386
H 10.267 -1.481 20.725
H 10.983 -1.328 17.132
H 11.786 -1.482 18.619
H 10.527 -0.125 18.157
C 6.397 -9.306 22.545
N 6.977 -8.747 21.290
O 8.143 -8.868 21.051
O 6.185 -8.146 20.587
H 6.122 -8.358 23.008
H 7.157 -9.891 23.062
H 5.486 -9.867 22.335
C 14.352 -4.744 16.622
N 14.223 -5.863 15.647
O 13.522 -5.643 14.671
O 14.940 -6.851 15.750
H 14.788 -3.931 16.042
H 15.077 -5.005 17.394
H 13.376 -4.382 16.944
C 11.818 -8.279 12.755
N 10.979 -8.298 13.977
O 9.928 -7.662 13.935
O 11.323 -8.977 14.965
H 11.155 -8.294 11.890
H 12.608 -9.030 12.743
H 12.256 -7.281 12.711
C 9.500 -12.088 20.633
N 8.960 -12.039 22.013
O 9.469 -11.311 22.842
O 7.998 -12.732 22.314
H 9.423 -13.157 20.439
H 10.553 -11.811 20.574
H 8.856 -11.497 19.982
Cl 14.492 -10.947 13.712
C 14.425 -9.662 14.924
C 15.778 -9.661 15.624
Cl 15.905 -11.263 16.495
H 13.609 -9.941 15.591
H 14.217 -8.737 14.386
H 15.779 -8.921 16.425
H 16.625 -9.448 14.972
Cl 10.061 -9.558 18.298
C 10.984 -8.252 19.216
C 11.817 -7.425 18.283
Cl 13.340 -8.264 17.902
H 11.580 -8.742 19.986
H 10.258 -7.693 19.806
H 12.099 -6.441 18.659
H 11.197 -7.269 17.400
Cl 12.166 -8.058 24.698
C 10.718 -7.001 24.666
C 9.965 -7.155 23.448
Cl 10.766 -6.484 22.071
H 11.000 -5.959 24.819
H 10.110 -7.254 25.534
H 8.944 -6.779 23.515
H 9.701 -8.184 23.203
*
```

Its largest force on an atom is 3.6 eV/A. Its HOMO-LUMO gap (alpha / beta) is 9.3 / 4.5 eV. For the LUMO energy (alpha / beta), the calculation gives -2.3941 / -7.1169 eV. As for the expectation value of S²: 0.759.

***

Record 4
Computed, not measured: a molecular structure, C16H42CoO6, with ωB97M-V with the def2-TZVPD basis set.

ORCA input file:
```
! RIJCOSX wB97M-V def2-TZVPD def2/J DEFGRID3
* xyz 0 4
Co 0.341 0.296 0.255
C -0.276 -3.454 2.312
C 0.809 -2.610 1.634
O 0.470 -1.272 1.546
H -1.262 -3.184 1.930
H -0.290 -3.183 3.370
H -0.028 -4.509 2.195
H 0.969 -2.997 0.608
H 1.731 -2.769 2.218
C -1.974 2.370 -1.943
C -0.455 2.481 -2.004
O 0.216 1.783 -1.040
H -2.425 3.011 -1.180
H -2.261 1.329 -1.779
H -2.494 2.673 -2.861
H -0.203 3.557 -2.052
H -0.142 2.126 -3.009
C 0.440 3.822 1.660
C -0.434 2.801 2.337
C -1.895 2.870 1.932
O 0.030 1.471 2.002
H -0.053 4.788 1.552
H 0.699 3.511 0.641
H 1.403 3.936 2.162
H -0.327 2.936 3.417
H -2.246 3.907 1.923
H -2.554 2.293 2.583
H -2.007 2.491 0.917
H -0.164 0.870 2.731
C -3.667 -1.083 -1.058
C -3.096 -0.451 0.213
C -3.763 -0.968 1.463
O -1.669 -0.540 0.265
H -3.023 -0.850 -1.904
H -4.709 -0.806 -1.199
H -3.654 -2.180 -0.981
H -3.294 0.616 0.064
H -3.557 -2.024 1.634
H -4.836 -0.770 1.404
H -3.488 -0.384 2.347
H -1.412 -1.311 0.802
C 4.308 -0.935 0.064
C 3.633 0.202 0.831
C 4.554 1.394 0.983
O 2.474 0.614 0.093
H 4.976 -1.544 0.676
H 4.931 -0.509 -0.732
H 3.600 -1.594 -0.435
H 3.321 -0.171 1.804
H 5.074 1.695 0.072
H 5.404 1.089 1.612
H 4.047 2.211 1.488
H 2.711 0.926 -0.788
C 0.721 -1.065 -3.678
C 0.127 -1.725 -2.432
C 0.158 -3.227 -2.505
O 0.961 -1.230 -1.346
H 0.684 0.020 -3.569
H 0.181 -1.268 -4.608
H 1.754 -1.400 -3.787
H -0.851 -1.280 -2.244
H 1.135 -3.579 -2.838
H -0.533 -3.568 -3.283
H -0.209 -3.683 -1.584
H 1.393 -1.967 -0.901
*
```

Its largest force on an atom is 1.5 eV/A. Its HOMO-LUMO gap (alpha / beta) is 8.4 / 8.2 eV. For the LUMO energy (alpha / beta), the calculation gives 0.7726 / 0.7719 eV. As for the expectation value of S²: 3.755.

***

Record 5
Computed, not measured: a molecular structure, C16H43B3IO23P5, with ωB97M-V with the def2-TZVPD basis set.

ORCA input file:
```
! RIJCOSX wB97M-V def2-TZVPD def2/J DEFGRID3
* xyz 0 1
C 5.124 -1.428 -4.631
C 5.461 -0.034 -4.095
O 6.579 0.347 -4.180
O 4.494 0.787 -3.467
C 3.855 1.583 -4.373
O 4.376 1.923 -5.392
C 2.412 2.021 -4.111
B 1.460 0.898 -4.652
O 0.270 1.078 -5.341
B -0.449 -0.095 -5.538
O -0.435 -1.144 -4.623
B 0.644 -0.943 -3.784
P 0.616 -1.246 -1.893
O -0.136 -2.730 -1.701
I 2.917 -1.366 -1.075
O 1.804 -0.423 -4.375
H 5.585 -1.577 -5.605
H 5.643 -2.118 -3.961
H 4.051 -1.606 -4.648
H 2.266 2.066 -3.020
H 2.223 3.019 -4.497
H -1.120 -0.167 -6.512
H -0.034 -3.186 -2.543
C -3.399 1.499 3.503
O -1.947 1.532 3.555
P -1.078 0.745 2.360
O 0.011 0.150 3.179
O -0.609 2.125 1.651
C -1.611 3.037 1.188
O -0.890 -0.089 0.924
C -1.441 -1.418 0.883
H -3.777 1.206 4.480
H -3.775 2.494 3.263
H -3.765 0.789 2.761
H -1.742 3.831 1.925
H -2.568 2.537 1.020
H -1.277 3.478 0.252
H -2.521 -1.383 1.037
H -0.979 -2.050 1.644
H -1.241 -1.838 -0.099
C 1.415 6.672 4.331
O 0.399 6.370 3.344
P -0.396 7.631 2.561
O -1.753 7.009 2.557
O 0.369 7.372 1.154
C 1.791 7.509 1.106
O -0.862 9.167 2.072
C -1.404 10.019 3.093
H 1.212 6.089 5.228
H 2.395 6.390 3.943
H 1.429 7.730 4.598
H 2.253 6.523 1.174
H 2.170 8.139 1.916
H 2.064 7.963 0.156
H -0.665 10.202 3.874
H -2.299 9.571 3.529
H -1.667 10.969 2.633
C -6.778 -0.268 8.510
O -7.115 -0.278 7.101
P -6.442 -1.453 6.106
O -6.159 -0.632 4.902
O -7.858 -2.240 5.977
C -8.491 -2.720 7.162
O -5.628 -2.863 5.728
C -4.203 -2.850 5.940
H -6.488 0.744 8.791
H -7.653 -0.558 9.094
H -5.955 -0.943 8.743
H -9.271 -2.020 7.466
H -7.782 -2.846 7.984
H -8.947 -3.684 6.945
H -3.974 -2.685 6.993
H -3.732 -2.074 5.334
H -3.812 -3.821 5.646
C 2.422 -6.442 -6.518
O 3.479 -5.636 -5.942
P 4.947 -6.369 -5.540
O 5.173 -5.631 -4.268
O 5.723 -5.665 -6.781
C 5.309 -5.964 -8.115
O 6.195 -7.477 -5.351
C 5.928 -8.591 -4.484
H 1.499 -6.245 -5.974
H 2.280 -6.162 -7.563
H 2.639 -7.509 -6.461
H 4.662 -5.165 -8.482
H 4.774 -6.916 -8.175
H 6.192 -6.021 -8.748
H 5.099 -9.188 -4.869
H 5.696 -8.244 -3.476
H 6.820 -9.212 -4.453
*
```

Its largest force on an atom is 7.9 eV/A. Its HOMO-LUMO gap is 6.9 eV. For the LUMO energy, the calculation gives -1.6715 eV.

***

Record 6
Computed, not measured: a molecular structure, C16H43CrN8O2SbSi3, with ωB97M-V with the def2-TZVPD basis set.

ORCA input file:
```
! RIJCOSX wB97M-V def2-TZVPD def2/J DEFGRID3
* xyz 1 2
Cr -0.106 1.548 -0.519
N -2.207 1.701 -0.502
C -2.542 2.310 0.807
C -1.785 1.547 1.875
N -0.309 1.564 1.638
C 0.456 2.421 2.604
C 0.734 3.864 2.220
N 1.954 3.981 1.410
H -2.470 2.320 -1.267
H -2.717 0.830 -0.626
H -3.614 2.276 1.012
H -2.234 3.353 0.772
H -2.098 0.502 1.845
H -2.012 1.929 2.873
H -0.001 0.622 1.859
H 1.408 1.912 2.780
H -0.089 2.396 3.552
H 0.806 4.434 3.151
H -0.103 4.277 1.663
H 2.767 3.996 2.019
H 1.963 4.871 0.922
N 1.983 1.786 -0.563
N 2.301 1.832 -1.936
C 1.267 1.671 -2.847
O 1.405 1.856 -4.020
O 0.132 1.220 -2.283
H 2.100 2.699 -0.087
H 2.578 1.093 -0.109
H 3.071 2.418 -2.228
N 1.121 7.677 -1.353
C 0.400 6.778 -1.381
N -0.469 5.780 -1.396
C -0.259 4.607 -1.037
N -0.146 3.494 -0.665
C -2.275 -4.076 -0.441
Si -2.380 -2.229 -0.597
C -2.963 -1.706 -2.289
C -3.552 -1.611 0.725
Sb -0.074 -1.138 -0.305
Si 0.812 -2.084 1.920
C 2.540 -1.409 2.131
C 0.805 -3.943 1.983
C -0.249 -1.442 3.331
Si 1.338 -2.227 -2.175
C 0.659 -1.666 -3.803
C 1.214 -4.078 -2.048
C 3.085 -1.655 -1.891
H -3.271 -4.499 -0.598
H -1.943 -4.372 0.554
H -1.603 -4.524 -1.168
H -4.050 -1.788 -2.363
H -2.533 -2.351 -3.056
H -2.677 -0.683 -2.541
H -4.465 -2.211 0.669
H -3.860 -0.570 0.621
H -3.141 -1.748 1.726
H 3.243 -1.846 1.423
H 2.902 -1.631 3.137
H 2.568 -0.322 2.006
H 1.191 -4.406 1.078
H -0.200 -4.325 2.159
H 1.432 -4.266 2.817
H 0.055 -0.452 3.680
H -0.118 -2.116 4.180
H -1.315 -1.420 3.106
H -0.399 -1.912 -3.898
H 1.194 -2.214 -4.584
H 0.780 -0.603 -3.993
H 0.266 -4.438 -2.446
H 1.336 -4.466 -1.040
H 2.008 -4.507 -2.665
H 3.197 -0.600 -2.145
H 3.765 -2.228 -2.524
H 3.396 -1.802 -0.856
*
```

Its largest force on an atom is 0.7 eV/A. Its HOMO-LUMO gap (alpha / beta) is 7.5 / 8.1 eV. For the LUMO energy (alpha / beta), the calculation gives -3.8877 / -3.2680 eV. As for the expectation value of S²: 0.761.